{
  "formula": "C17H23BrF3N2O9S",
  "method": "wB97M-V/def2-TZVPD",
  "species": ["C", "C", "O", "C", "C", "C", "S", "O", "O", "C", "F", "F", "F", "C", "C", "N", "N", "C", "C", "C", "Br", "H", "H", "H", "H", "H", "H", "H", "H", "H", "H", "H", "H", "H", "H", "H", "C", "C", "O", "C", "O", "O", "H", "H", "H", "H", "C", "C", "O", "C", "O", "O", "H", "H", "H", "H"],
  "xyz": [[1.41694, 3.61882, 0.55179], [1.06882, 2.32850, -0.18595], [0.32780, 1.51435, 0.71465], [0.00913, 0.18181, 0.33179], [0.20483, -0.13437, -1.12892], [1.28042, -0.92499, -1.57867], [2.53496, -1.70258, -0.55608], [1.90936, -2.51965, 0.42261], [3.44447, -2.31519, -1.46049], [3.53187, -0.39431, 0.30901], [4.51991, -1.04753, 0.87978], [2.81685, 0.23906, 1.22516], [4.01287, 0.46707, -0.57282], [1.38314, -1.13818, -2.91761], [0.42329, -0.56085, -3.74375], [-0.59338, 0.14733, -3.33607], [-0.66478, 0.32632, -2.01680], [-1.84764, 1.08853, -1.57455], [-2.92796, 0.15356, -1.03323], [-3.78672, 0.87874, -0.01473], [-3.98129, -0.53710, -2.50706], [0.64869, 3.88376, 1.26855], [2.40052, 3.56894, 1.00343], [1.47819, 4.41152, -0.18962], [0.47994, 2.60903, -1.05948], [2.00752, 1.86892, -0.48705], [-1.01585, 0.00250, 0.63971], [0.61376, -0.50126, 0.91880], [2.17284, -1.73234, -3.34868], [0.50415, -0.69306, -4.81073], [-1.58453, 1.87324, -0.87362], [-2.26328, 1.58586, -2.44101], [-2.49691, -0.72218, -0.56190], [-4.50849, 0.20248, 0.42213], [-3.13565, 1.29311, 0.75202], [-4.28253, 1.71262, -0.50503], [2.61617, 2.78412, 4.43868], [1.70900, 1.68588, 3.92441], [0.41093, 2.26273, 4.06808], [0.54666, 3.61459, 4.06497], [-0.35210, 4.38067, 3.98462], [1.85609, 3.96026, 4.14711], [3.57896, 2.81973, 3.93477], [2.77981, 2.72246, 5.51541], [1.87269, 1.46990, 2.87069], [1.78367, 0.76383, 4.49627], [-1.34343, -4.74830, -1.61281], [-2.73538, -5.25934, -1.92168], [-3.52784, -4.59770, -0.92837], [-2.88057, -3.48994, -0.53403], [-3.34401, -2.64100, 0.15705], [-1.61490, -3.46136, -1.03319], [-0.71850, -4.64621, -2.49630], [-0.82446, -5.36131, -0.87524], [-3.08546, -4.95435, -2.90888], [-2.82863, -6.33715, -1.82709]],
  "atomic_forces_ev_per_a": [[0.1, -0.1, -0.7], [0.2, 0.9, 0.6], [-0.3, -0.3, -0.4], [0.2, 0.4, 0.5], [0.3, -0.5, 0.7], [-0.2, 0.8, 0.0], [0.2, -1.4, 0.0], [-0.5, 0.4, 0.5], [0.3, 0.4, -0.6], [0.2, -0.1, -0.1], [0.0, 0.0, 0.1], [0.0, 0.0, 0.0], [-0.1, 0.1, -0.1], [0.2, -0.2, -0.1], [-0.1, -0.2, -0.9], [0.2, 0.0, 0.7], [-0.2, 0.4, -0.4], [-0.8, 0.1, -0.3], [0.1, 0.1, 0.5], [0.2, 0.2, -0.5], [0.0, -0.1, -0.1], [-0.1, 0.0, 0.2], [0.0, -0.1, 0.4], [0.0, 0.2, 0.0], [-0.1, -0.3, -0.2], [0.0, -0.3, -0.3], [-0.2, -0.1, -0.1], [0.1, -0.2, 0.0], [0.2, 0.0, 0.0], [-0.2, 0.0, -0.2], [0.4, -0.3, 0.3], [0.3, 0.1, -0.3], [0.0, -0.2, -0.1], [-0.2, 0.0, 0.1], [0.0, 0.0, 0.3], [-0.3, 0.1, 0.1], [0.1, -0.1, 0.1], [0.1, -0.2, 0.1], [0.1, 0.1, 0.0], [0.1, -0.1, 0.0], [-0.1, 0.1, -0.1], [0.0, -0.1, 0.0], [0.0, 0.2, -0.1], [0.0, 0.0, 0.0], [0.0, 0.1, 0.0], [-0.2, 0.0, 0.1], [0.1, -0.2, 0.0], [0.0, -0.1, -0.2], [0.1, 0.1, 0.0], [-0.1, -0.2, 0.0], [0.1, 0.2, 0.1], [0.0, 0.0, -0.1], [0.0, 0.2, 0.0], [0.0, 0.0, 0.0], [0.0, 0.0, 0.0], [-0.1, 0.0, 0.1]],
  "charge": 1,
  "max_force_ha_per_bohr": 0.0270,
  "spin_multiplicity": 1,
  "orbital_gap_ev": 7.64,
  "energy_ha": -4719.75310
}